Here is a cluster of 8 separate species, C4H21NO10 in total in a non-equilibrium geometry from the Open Molecules 2025 dataset. Energies are from ωB97M-V with the def2-TZVPD basis set.

```
36
Properties=species:S:1:pos:R:3:nbo_charge:R:1
C -1.416 0.905 -1.550 -0.27
C 0.069 0.762 -1.564 -0.43
C 0.792 2.062 -1.029 -0.09
O 2.088 1.711 -1.334 -0.72
N -1.968 0.176 -0.435 -0.75
C -2.334 -1.230 -0.428 0.89
O -2.563 -1.713 0.668 -0.80
O -2.397 -1.675 -1.569 -0.81
H -1.624 0.312 -2.414 0.23
H -1.906 1.928 -1.791 0.15
H 0.480 0.444 -2.534 0.19
H 0.341 -0.138 -0.867 0.25
H 0.311 2.904 -1.517 0.14
H 0.831 2.240 0.052 0.19
H -1.591 0.672 0.420 0.39
H 2.380 2.237 -2.035 0.45
H 3.156 -1.054 0.364 0.46
O 3.428 -1.128 1.234 -0.98
H -0.762 -1.551 1.370 0.48
H 0.118 -0.535 1.717 0.51
O 0.133 -1.533 1.768 -1.05
H -1.460 -3.523 0.559 0.51
H 0.053 -3.302 0.865 0.50
O -0.506 -3.867 0.388 -1.01
H -1.034 2.566 1.750 0.51
H -1.483 2.710 0.323 0.45
O -1.444 3.135 1.160 -0.99
H -0.249 -2.600 -2.544 0.47
H 0.039 -3.470 -1.341 0.51
O 0.602 -3.141 -2.100 -1.01
H 2.093 1.653 1.060 0.45
H 2.828 -0.566 1.734 0.51
O 2.302 1.290 1.997 -1.07
H -0.275 0.967 3.137 0.43
H 1.193 1.296 2.228 0.49
O -0.226 1.059 2.258 -1.20
```

Output
- 2S+1: 1
- HOMO: -2.12 eV
- Charge: -2
- Energy above the lowest of the compared OMol25 structures with the same formula, charge and spin: 42.2 kcal per mole

=====

Here is a cluster of 7 separate species, C4H21NO6 in total in a non-equilibrium geometry from the Open Molecules 2025 dataset. Energies are from ωB97M-V with the def2-TZVPD basis set.

```
32
Properties=species:S:1:pos:R:3:nbo_charge:R:1
C -0.801 -2.212 1.047 -0.26
N -0.295 -1.530 -0.224 -0.68
C -1.303 -0.496 -0.654 -0.25
C -2.372 -0.370 0.404 -0.44
C -2.160 -1.648 1.366 -0.44
H -0.082 -2.162 1.893 0.19
H -0.822 -3.219 0.744 0.20
H 0.731 -1.103 -0.020 0.40
H -1.817 -0.708 -1.591 0.16
H -0.885 0.497 -0.915 0.22
H -2.405 0.708 0.721 0.22
H -3.347 -0.413 -0.137 0.22
H -2.903 -2.566 1.326 0.23
H -2.222 -1.190 2.384 0.22
H 3.343 -0.967 -0.578 0.45
H 2.181 -1.956 -0.961 0.50
O 2.584 -1.061 -1.076 -0.94
H 0.026 1.436 1.438 0.52
H 0.132 -0.179 1.657 0.48
O 0.600 0.654 1.727 -0.99
H 1.024 3.836 0.765 0.49
H -0.160 3.580 -0.316 0.49
O 0.526 3.208 0.199 -0.98
H 2.265 1.195 -1.598 0.47
H 2.067 2.680 -1.360 0.48
O 2.166 1.961 -1.960 -0.95
H 3.275 -0.541 0.889 0.45
H 1.869 -0.536 1.681 0.49
O 2.632 -1.072 1.522 -0.95
H -0.606 1.657 -2.938 0.47
H -1.791 0.823 -2.733 0.47
O -1.451 1.695 -2.700 -0.93
```

Output
- Structure (SMILES): C1CCNC1.O.O.O.O.O.O
- 2S+1: 1
- HOMO: -8.80 eV
- Charge: 0
- Energy above the lowest of the compared OMol25 structures with the same formula, charge and spin: 93.8 kcal per mole

=====

Here is a cluster of 12 separate species, C4H22BO19 in total in a non-equilibrium geometry from the Open Molecules 2025 dataset. Energies are from ωB97M-V with the def2-TZVPD basis set.

```
46
Properties=species:S:1:pos:R:3:nbo_charge:R:1
O -0.782 -2.598 -0.336 -0.58
C -0.454 -1.609 0.298 0.71
O 0.163 -0.520 -0.178 -0.67
B -0.035 0.614 0.735 1.16
O -0.498 0.000 2.009 -0.64
C -0.832 -1.282 1.786 0.70
O -1.363 -2.012 2.581 -0.57
O -0.964 1.588 0.135 -0.66
C -0.354 2.766 0.020 0.70
O -0.662 3.801 -0.488 -0.56
C 1.081 2.587 0.533 0.67
O 1.185 1.365 1.038 -0.67
O 2.014 3.371 0.419 -0.55
O -3.193 -4.623 0.106 -0.95
H -3.461 -5.461 0.488 0.46
H -2.286 -4.502 0.404 0.48
O 0.858 5.725 -2.167 -0.96
H 0.072 5.197 -1.999 0.49
H 0.524 6.603 -2.361 0.47
O 0.449 -3.426 -3.025 -0.96
H -0.288 -2.904 -2.697 0.48
H 0.902 -2.839 -3.636 0.48
O 0.786 -4.866 -0.240 -0.96
H 1.728 -4.767 -0.089 0.47
H 0.506 -4.014 -0.605 0.50
O -3.104 2.521 -1.777 -0.95
H -2.347 2.685 -1.205 0.48
H -3.415 1.650 -1.520 0.46
O -4.023 -0.992 3.627 -0.95
H -3.112 -1.190 3.387 0.48
H -4.448 -1.851 3.683 0.46
O 3.024 6.366 -0.162 -0.97
H 2.740 5.746 0.514 0.48
H 2.668 6.004 -0.979 0.49
O 0.419 -0.526 -3.271 -0.96
H 0.181 -0.602 -2.341 0.48
H -0.282 0.006 -3.657 0.47
O 2.580 -0.191 3.279 -0.94
H 1.916 0.219 2.714 0.48
H 2.901 -0.939 2.771 0.46
O -0.608 -5.054 2.167 -0.99
H -0.272 -4.988 1.260 0.49
H -0.708 -4.143 2.460 0.47
O 3.986 2.400 -1.260 -0.94
H 3.304 2.850 -1.765 0.47
H 3.504 1.833 -0.654 0.47
```

Output
- 2S+1: 1
- HOMO: -8.51 eV
- Charge: -1
- Energy above the lowest of the compared OMol25 structures with the same formula, charge and spin: 13.8 kcal per mole

=====

Here is a cluster of 12 separate species, C4H22BO19 in total in a non-equilibrium geometry from the Open Molecules 2025 dataset. Energies are from ωB97M-V with the def2-TZVPD basis set.

```
46
Properties=species:S:1:pos:R:3:nbo_charge:R:1
O -1.903 -3.077 0.909 -0.75
C -1.395 -2.009 0.707 0.60
O -0.243 -1.681 0.113 -0.74
B -0.001 -0.235 0.096 1.19
O -1.221 0.383 0.660 -0.75
C -2.074 -0.640 1.116 0.49
O -3.173 -0.517 1.736 -0.82
O 0.280 0.321 -1.218 -0.63
C 1.398 0.912 -1.234 0.70
O 1.826 1.632 -2.129 -0.65
C 2.069 0.698 0.153 0.68
O 1.213 0.045 0.904 -0.65
O 3.190 1.121 0.517 -0.63
O 2.653 -3.385 0.267 -0.98
H 2.293 -3.266 -0.611 0.49
H 2.433 -2.576 0.729 0.48
O -1.613 -1.021 -3.457 -0.94
H -1.052 -0.565 -2.829 0.49
H -1.026 -1.256 -4.176 0.44
O 1.172 -1.222 3.373 -0.96
H 0.455 -0.880 3.907 0.47
H 1.422 -0.490 2.809 0.49
O -3.399 2.117 2.815 -0.97
H -3.314 1.168 2.905 0.50
H -4.340 2.266 2.722 0.45
O 4.046 1.712 3.508 -0.94
H 4.576 1.319 4.201 0.45
H 3.950 1.016 2.857 0.49
O -0.005 3.756 -3.764 -0.93
H -0.126 4.639 -4.114 0.46
H 0.786 3.433 -4.194 0.48
O -5.857 0.493 1.062 -0.96
H -6.547 -0.162 1.166 0.45
H -5.161 0.204 1.652 0.51
O 4.491 2.889 -1.717 -0.97
H 3.551 2.716 -1.766 0.50
H 4.870 2.069 -1.403 0.47
O 0.339 4.643 -1.069 -0.97
H 0.319 4.080 -1.843 0.49
H -0.337 4.285 -0.494 0.47
O 1.212 -2.944 -2.126 -0.94
H 1.234 -2.333 -2.862 0.47
H 0.498 -3.546 -2.334 0.48
O -2.776 -5.618 0.937 -0.99
H -1.911 -5.837 0.590 0.46
H -2.802 -4.661 0.930 0.52
```

Output
- 2S+1: 2
- HOMO (spin up / spin down): 1.50 / -2.44 eV
- Charge: -2
- Energy above the lowest of the compared OMol25 structures with the same formula, charge and spin: 26.7 kcal per mole

=====

Here is a cluster of 7 separate species, C4H22F12N4O3P2 in total in a non-equilibrium geometry from the Open Molecules 2025 dataset. Energies are from ωB97M-V with the def2-TZVPD basis set.

```
47
Properties=species:S:1:pos:R:3:nbo_charge:R:1
N -0.759 -1.176 2.776 -0.87
H 0.199 -0.944 2.531 0.45
H -0.928 -1.053 3.770 0.42
H -0.876 -2.169 2.527 0.49
H -1.405 -0.625 2.205 0.48
N 3.865 2.325 -0.684 -0.88
H 3.735 2.940 -1.490 0.47
H 4.078 1.379 -1.000 0.44
H 3.072 2.189 -0.006 0.48
H 4.635 2.772 -0.179 0.45
N -1.109 2.396 4.438 -0.88
H -1.931 2.998 4.377 0.47
H -0.236 2.871 4.686 0.46
H -0.855 2.110 3.475 0.48
H -1.222 1.597 5.056 0.44
N 3.388 -1.760 1.727 -0.86
H 3.137 -1.596 2.701 0.44
H 4.151 -1.157 1.432 0.43
H 2.573 -1.490 1.155 0.48
H 3.623 -2.751 1.617 0.49
P 0.243 1.919 0.984 2.60
F 1.626 2.662 0.498 -0.59
F 0.845 1.731 2.518 -0.62
F -0.408 3.287 1.513 -0.58
F -1.171 1.215 1.459 -0.61
F -0.377 2.235 -0.443 -0.54
F 0.856 0.448 0.644 -0.59
P -0.097 -3.544 0.356 2.59
F -1.407 -2.775 0.812 -0.58
F 0.892 -2.331 0.960 -0.66
F -0.050 -4.311 1.805 -0.59
F 1.283 -4.386 0.083 -0.59
F -0.886 -4.824 -0.286 -0.56
F 0.016 -2.853 -1.100 -0.56
C -1.467 -1.281 -4.043 -0.63
C -2.235 -0.132 -3.377 0.07
C -1.682 1.308 -3.598 -0.10
O -2.722 1.955 -4.338 -0.49
C -3.744 1.145 -4.578 0.97
O -4.806 1.509 -4.969 -0.55
O -3.440 -0.089 -4.099 -0.49
H -0.457 -1.459 -3.659 0.20
H -1.231 -1.028 -5.081 0.22
H -1.976 -2.241 -4.055 0.25
H -2.304 -0.348 -2.308 0.18
H -0.712 1.371 -4.088 0.19
H -1.726 1.960 -2.724 0.19
```

Output
- 2S+1: 1
- HOMO: -13.81 eV
- Charge: +2

=====

Here is a cluster of 7 separate species, C4H22N2O8 in total in a non-equilibrium geometry from the Open Molecules 2025 dataset. Energies are from ωB97M-V with the def2-TZVPD basis set.

```
36
Properties=species:S:1:pos:R:3:nbo_charge:R:1
N -1.718 0.686 -1.358 -0.88
C -0.959 1.092 -0.178 -0.16
C 0.584 0.781 -0.006 0.10
C 1.116 1.053 1.426 -0.67
O 1.347 1.629 -0.929 -0.77
C -1.265 2.609 0.131 0.66
N -1.966 2.810 1.300 -0.84
O -1.130 3.434 -0.774 -0.65
H -1.071 0.774 -2.251 0.38
H -2.687 1.206 -1.516 0.41
H -1.402 0.606 0.793 0.20
H 0.762 -0.357 -0.217 0.20
H 1.160 2.106 1.876 0.22
H 0.412 0.566 2.123 0.24
H 2.078 0.768 1.682 0.21
H 0.884 2.460 -1.113 0.50
H -1.950 2.059 1.950 0.42
H -2.080 3.840 1.607 0.41
H 0.029 -3.198 1.437 0.48
H 0.950 -1.986 1.487 0.46
O 0.150 -2.274 1.963 -0.94
H -3.688 -2.092 -2.815 0.48
H -2.603 -0.859 -2.768 0.50
O -3.459 -1.198 -3.057 -0.98
H 3.891 -0.022 -0.113 0.48
H 4.450 -0.748 -1.404 0.43
O 4.703 -0.246 -0.625 -0.93
H 0.167 -4.812 -1.313 0.48
H 0.649 -4.728 0.043 0.46
O -0.146 -4.516 -0.434 -0.93
H -2.595 0.117 2.835 0.48
H -1.505 0.269 3.963 0.49
O -1.694 0.348 2.993 -0.96
H 3.600 -1.051 -2.409 0.42
H 2.419 -0.160 -2.291 0.46
O 2.565 -0.968 -2.038 -0.88
```

Output
- Structure (SMILES): C[C@H](O)[C@H](N)C(N)=O.O.O.O.O.O.O
- 2S+1: 1
- HOMO: -9.12 eV
- Charge: 0
- Energy above the lowest of the compared OMol25 structures with the same formula, charge and spin: 93.7 kcal per mole